Entry 1:
{
  "formula": "C3H13N2O",
  "method": "the ωB97M-V functional and the def2-TZVPD basis",
  "symbols": ["N", "C", "C", "C", "N", "H", "H", "H", "H", "H", "H", "H", "H", "H", "H", "H", "H", "H", "O"],
  "coordinates": [[-0.70530, 1.05115, -0.87105], [0.55627, 0.64141, -0.04487], [1.52382, -0.01242, -0.98688], [0.04061, -0.06720, 1.22817], [1.03587, 0.10991, 2.26148], [-1.19845, 1.65668, -0.21603], [-1.45126, 0.39365, -1.14250], [-0.36713, 1.65312, -1.62269], [0.92795, 1.59367, 0.30710], [1.13637, -1.03074, -1.17256], [2.49895, -0.20907, -0.53379], [1.62212, 0.52965, -1.92364], [-0.96639, 0.24084, 1.50453], [-0.02816, -1.11379, 0.92606], [1.98785, -0.06744, 1.98193], [0.93701, -0.57484, 2.99600], [-2.15514, -1.99859, -1.47524], [-3.09825, -1.51266, -0.36467], [-2.29677, -1.28332, -0.85136]],
  "atomic_forces_ev_per_a": [[0.4722, 1.3500, 1.0671], [-1.4609, 0.6106, 0.2631], [-0.3127, -1.7683, 0.5286], [1.5538, -1.4467, -1.4989], [-0.0793, 0.2569, 0.8717], [-0.1302, 0.3680, -0.1261], [0.6648, -0.9295, -0.1944], [-0.4438, -0.2526, -0.2846], [0.1514, 0.4943, -0.1224], [0.1155, 0.3493, -0.3849], [-0.0556, 0.4955, -0.0383], [0.1986, 0.0511, 0.0328], [0.1616, 0.4055, 0.2740], [-0.4378, -0.3098, 0.0864], [0.1532, 0.1878, -0.7186], [-0.5372, 0.0458, 0.3267], [-0.0432, -0.1925, -0.1269], [0.0503, 0.0099, -0.0842], [-0.0207, 0.2748, 0.1288]],
  "nbo_charge": [-0.703, -0.015, -0.646, -0.230, -0.829, 0.430, 0.476, 0.433, 0.220, 0.225, 0.257, 0.230, 0.199, 0.185, 0.366, 0.379, 0.500, 0.504, -0.980],
  "orbital_gap_ev": 10.006,
  "relative_energy_kcal_mol": 19.8,
  "energy_ha": -306.604158,
  "homo_ev": -13.19,
  "largest_force_ev_per_a": 2.599,
  "charge": 1
}

Entry 2:
{
  "formula": "C5H5N3",
  "method": "the ωB97M-V functional and the def2-TZVPD basis",
  "symbols": ["C", "C", "C", "C", "C", "H", "H", "H", "H", "H", "N", "N", "N"],
  "coordinates": [[-1.12543, -1.89667, 0.60012], [-0.77682, 0.13465, -0.24128], [-0.72276, 1.44739, -0.52859], [1.41057, 0.72358, -0.13576], [0.49785, -0.34905, 0.02474], [1.01857, -2.45604, 0.81914], [-1.81998, -2.58419, 1.12238], [-1.31070, 2.12126, -1.20871], [1.09207, 2.59206, -1.09139], [2.46525, 0.95036, 0.19224], [0.35194, -1.64237, 0.60730], [-1.64503, -0.85554, 0.19812], [0.56447, 1.81457, -0.35831]],
  "atomic_forces_ev_per_a": [[3.4559, 0.5502, 1.0684], [-0.4716, -3.0374, 1.3333], [-1.1980, 2.6024, -2.2068], [-0.0402, -0.6672, 1.5018], [2.7319, -0.5209, 1.0500], [-1.0738, 2.4436, -0.7512], [1.5891, -0.4641, -0.3964], [0.0770, -0.8503, 1.4813], [-2.4989, -2.6232, 2.9886], [-1.4290, -0.7253, -0.5999], [-0.4322, -2.6324, 0.5122], [-4.7954, 3.2239, -2.2085], [4.0853, 2.7007, -3.7727]],
  "nbo_charge": [0.207, -0.009, -0.069, -0.159, 0.082, 0.422, 0.225, 0.218, 0.410, 0.220, -0.624, -0.442, -0.481],
  "orbital_gap_ev": 8.625,
  "relative_energy_kcal_mol": 47.4,
  "energy_ha": -357.697052,
  "homo_ev": -7.73,
  "largest_force_ev_per_a": 6.186,
  "charge": 0
}

Entry 3:
{
  "formula": "C4H6O2",
  "method": "the ωB97M-V functional and the def2-TZVPD basis",
  "symbols": ["O", "C", "C", "C", "O", "C", "H", "H", "H", "H", "H", "H"],
  "coordinates": [[1.94208, -0.89945, 1.02984], [0.94185, -0.41635, 0.56124], [0.72609, 0.81185, -0.26015], [-0.55763, 0.46473, -1.00233], [-1.33770, 0.08321, 0.14353], [-0.50646, -0.88591, 0.78584], [1.57771, 1.31616, -0.71890], [0.14189, 1.38044, 0.50930], [-0.98157, 1.33612, -1.50709], [-0.54288, -0.38963, -1.69359], [-0.68422, -1.84835, 0.29591], [-0.71917, -0.95282, 1.85641]],
  "atomic_forces_ev_per_a": [[-0.4094, 0.1306, -0.3174], [-0.0962, -0.1092, 0.2859], [-0.1928, 0.3481, 0.3192], [-0.2676, -0.0225, -0.0526], [-0.3452, -0.4421, -0.2668], [-0.0925, -0.2645, 0.0589], [-0.2377, -0.1864, 0.0844], [1.4379, 0.7512, -0.2898], [-0.2072, -0.2236, 0.2368], [0.3457, 0.2046, -0.0401], [0.2107, -0.1970, 0.2060], [-0.1456, 0.0109, -0.2248]],
  "nbo_charge": [-0.524, 0.574, -0.555, -0.069, -0.526, -0.202, 0.243, 0.257, 0.204, 0.176, 0.200, 0.221],
  "orbital_gap_ev": 10.395,
  "relative_energy_kcal_mol": 34.8,
  "energy_ha": -306.450851,
  "homo_ev": -9.53,
  "largest_force_ev_per_a": 1.648,
  "charge": 0
}